No. 1
DFT (ωB97M-V/def2-TZVPD) results for a molecular structure, C2H8N2SbSe4W at a distorted geometry.

Properties
Charge: +3
Frontier orbital gap (alpha / beta) in eV: 5.778 / 5.772
HOMO (alpha / beta) in hartree: -0.748 / -0.748

Each line ends with the natural charge from an NBO analysis.
Atoms and positions in Å:
W -0.134 -0.592 -0.144  0.357
N 0.966 1.388 -0.674  -0.793
C 0.436 2.483 0.187  -0.257
C 0.424 1.942 1.569  -0.248
N -0.542 0.795 1.578  -0.839
H 1.973 1.354 -0.537  0.435
H 0.858 1.658 -1.647  0.445
H -0.562 2.736 -0.161  0.232
H 1.045 3.383 0.127  0.286
H 0.147 2.701 2.298  0.286
H 1.399 1.554 1.853  0.232
H -1.480 1.197 1.533  0.445
H -0.500 0.386 2.512  0.456
Se -1.525 -2.384 1.096  0.076
Sb -0.613 -3.056 -1.141  0.954
Se 1.827 -1.751 -0.577  0.344
Se -1.285 -0.431 -2.134  0.362
Se -0.436 -4.655 -2.831  0.228

No. 2
DFT (ωB97M-V/def2-TZVPD) results for a gas-phase ion, C2H8N3 (charge +1) at a distorted geometry.

Properties
Charge: +1
SMILES string: N[C@@H]1[NH2+][C@H]1N
ΔE to the lowest compared entry with this formula, charge and spin in kcal/mol: 64.8
Frontier orbital gap in eV: 11.670
HOMO in hartree: -0.545

Each line ends with the natural charge from an NBO analysis.
Atoms and positions in Å:
N 1.177 0.596 1.426  -0.806
C 0.489 0.475 0.183  0.068
N -0.955 0.589 0.382  -0.670
C -0.160 -0.773 -0.253  0.198
N -0.375 -1.224 -1.469  -0.730
H 1.414 1.599 1.609  0.398
H 2.161 0.184 1.105  0.394
H 0.841 1.101 -0.665  0.208
H -1.187 0.648 1.376  0.443
H -1.645 1.158 -0.280  0.451
H -0.304 -1.560 0.411  0.238
H -1.024 -1.990 -1.525  0.406
H -0.432 -0.804 -2.300  0.403

No. 3
DFT (ωB97M-V/def2-TZVPD) results for 3 unconnected molecules or ions with the total composition C2H8N3 at a distorted geometry.

Properties
Charge: +1
ΔE to the lowest compared entry with this formula, charge and spin in kcal/mol: 139.4
Frontier orbital gap (alpha / beta) in eV: 8.952 / 8.906
HOMO (alpha / beta) in hartree: -0.512 / -0.513

Each line ends with the natural charge from an NBO analysis.
Atoms and positions in Å:
C 2.260 1.476 0.059  0.178
C -1.924 1.106 -0.058  -0.575
N -0.960 0.196 -0.053  -0.168
N 1.998 0.374 -0.145  -0.420
N 0.567 -1.917 -0.051  -0.910
H 2.630 2.437 0.268  0.252
H 1.510 -1.728 0.219  0.469
H -2.883 0.600 0.197  0.274
H -1.613 1.666 0.881  0.282
H -1.926 1.472 -1.131  0.275
H 0.216 -2.693 -0.606  0.444
H 0.074 -1.014 -0.415  0.470
H 0.051 -1.974 0.835  0.428

No. 4
DFT (ωB97M-V/def2-TZVPD) results for a gas-phase ion, C2H8N3O (charge +1) at a distorted geometry.

Properties
Charge: +1
SMILES string: N[C@@]1(N[NH3+])CO1
ΔE to the lowest compared entry with this formula, charge and spin in kcal/mol: 121.7
Frontier orbital gap in eV: 11.191
HOMO in hartree: -0.536

Each line ends with the natural charge from an NBO analysis.
Atoms and positions in Å:
N 0.313 0.735 1.058  -0.833
C -0.706 0.061 0.319  0.474
N 0.111 -0.629 -0.989  -0.471
N 1.432 -0.116 -0.924  -0.596
C -2.094 -0.412 0.583  -0.077
O -1.804 0.633 -0.296  -0.446
H 0.578 0.537 1.975  0.430
H 0.144 1.723 0.954  0.424
H -0.392 -0.275 -1.814  0.393
H 2.023 -0.883 -0.788  0.405
H 2.033 0.366 -1.743  0.446
H 1.385 0.373 0.104  0.426
H -2.231 -1.313 0.047  0.205
H -2.530 -0.356 1.540  0.220

No. 5
DFT (ωB97M-V/def2-TZVPD) results for 2 unconnected molecules or ions with the total composition C2H8N3O at a distorted geometry.

Properties
Charge: +1
ΔE to the lowest compared entry with this formula, charge and spin in kcal/mol: 140.9
Frontier orbital gap in eV: 9.115
HOMO in hartree: -0.499

Each line ends with the natural charge from an NBO analysis.
Atoms and positions in Å:
C 0.671 0.007 -0.869  0.229
C 1.907 0.834 -0.767  -0.680
N 0.002 -0.615 0.087  -0.261
N -3.057 0.198 0.686  0.023
N 0.376 -0.877 1.393  -0.643
O -2.685 -0.457 -0.244  -0.282
H 0.140 0.096 -1.773  0.219
H 2.369 0.635 -1.720  0.269
H 2.450 0.498 0.056  0.239
H 1.547 1.886 -0.793  0.279
H -0.918 -1.093 -0.199  0.462
H -3.871 0.869 0.559  0.295
H 0.083 -1.786 1.687  0.421
H 0.985 -0.194 1.898  0.430

No. 6
DFT (ωB97M-V/def2-TZVPD) results for 2 unconnected molecules or ions with the total composition C2H8N3O at a distorted geometry.

Properties
Charge: +1
ΔE to the lowest compared entry with this formula, charge and spin in kcal/mol: 123.3
Frontier orbital gap in eV: 9.991
HOMO in hartree: -0.489

Each line ends with the natural charge from an NBO analysis.
Atoms and positions in Å:
C -2.563 -0.986 0.009  0.351
C 0.917 -0.501 0.274  0.175
N 0.201 1.708 -0.145  -0.584
N 1.344 0.760 -0.044  -0.460
N 1.809 -1.490 0.233  -0.742
O -2.183 0.094 0.186  -0.552
H -3.508 -1.331 0.244  0.127
H -1.882 -1.648 -0.452  0.105
H -0.643 1.179 0.352  0.506
H 0.213 2.451 0.575  0.429
H 1.998 1.193 -0.708  0.394
H -0.017 2.163 -1.045  0.439
H 1.626 -2.376 0.635  0.429
H 2.689 -1.217 -0.114  0.382

DFT total energy? In order: -274901.199; -6665.821; -6662.585; -8711.198; -8710.367; -8711.129 eV.